Computed, not measured: a structure of composition C30H45NO3P2STi at a distorted geometry, with ωB97M-V/def2-TZVPD.

Its energy above the lowest of the compared OMol25 structures with the same formula, charge and spin is 195.7 kcal per mole. The calculation puts the highest occupied orbital energy (alpha / beta) at -9.277 / -9.185 eV. Its HOMO-LUMO gap (alpha / beta) is 0.1314 / 0.1287 Ha.

Structure (ORCA input):
```
! RIJCOSX wB97M-V def2-TZVPD def2/J DEFGRID3
* xyz 1 2
Ti -0.42 0.62 -1.40
C -0.88 -2.24 2.18
C 0.47 -2.40 1.77
C 0.43 -0.89 3.48
C -0.88 -1.37 3.30
C 1.27 -1.54 2.55
C -2.08 -2.84 1.56
H -1.99 -2.94 0.46
H -2.95 -2.20 1.74
H -2.31 -3.83 2.00
C -2.05 -1.04 4.15
H -2.94 -1.59 3.83
H -2.29 0.03 4.11
H -1.85 -1.29 5.21
C 0.88 0.11 4.47
H 1.51 -0.36 5.25
H 0.02 0.59 4.96
H 1.48 0.89 3.98
C 2.72 -1.29 2.41
H 3.27 -1.51 3.34
H 2.92 -0.23 2.18
H 3.16 -1.90 1.61
C 0.96 -3.29 0.70
H 1.68 -4.03 1.09
H 1.48 -2.72 -0.08
H 0.13 -3.83 0.23
C -1.35 1.63 -2.86
C -1.67 0.28 -2.89
C -1.04 -0.68 -3.94
C 0.30 -1.33 -3.49
C 0.67 -0.80 -2.12
C 1.63 0.40 -2.11
C 1.15 1.93 -2.45
C -0.07 2.18 -3.42
H -0.88 -0.18 -4.92
H 1.09 -1.13 -4.23
H -1.78 -1.48 -4.13
H 0.20 1.79 -4.39
H -2.09 2.36 -2.50
H -2.67 -0.17 -2.48
H -0.13 3.27 -3.57
H 1.03 2.55 -1.55
H 2.20 0.25 -3.02
H 2.03 2.32 -2.97
H 0.22 -2.42 -3.50
H 0.92 -1.61 -1.43
P -3.00 -2.26 -1.58
C -4.50 -1.16 -1.47
C -3.37 -3.13 -3.16
P 4.58 0.59 -1.27
C 2.68 0.34 -0.95
C 4.89 -0.38 -2.82
C 4.44 2.28 -1.98
H -4.36 -0.44 -0.64
H -5.38 -1.80 -1.28
H -4.61 -0.56 -2.40
H -2.40 -3.56 -3.48
H -3.72 -2.46 -3.96
H -4.07 -3.95 -2.94
H 4.22 2.24 -3.06
H 5.44 2.72 -1.84
H 3.71 2.89 -1.45
H 2.48 1.12 -0.19
H 2.61 -0.64 -0.42
H 5.79 -0.96 -2.58
H 5.12 0.28 -3.66
H 4.07 -1.07 -3.06
O 1.25 3.94 0.47
S 0.91 2.81 1.27
O 1.99 2.01 1.86
N -0.02 1.77 0.31
C -1.20 1.40 0.86
O -1.85 0.47 0.20
C -1.50 2.12 2.06
C -2.62 2.02 2.90
C -2.65 2.77 4.07
C -1.54 3.55 4.44
C -0.41 3.62 3.62
C -0.42 2.93 2.41
H -3.44 1.37 2.60
H -3.53 2.77 4.70
H -1.57 4.11 5.37
H 0.48 4.20 3.91
*
```

---

Computed, not measured: a structure of composition C30H45NOPZr at a distorted geometry, with ωB97M-V/def2-TZVPD.

The calculation puts the highest occupied orbital energy at -10.427 eV. Its HOMO-LUMO gap is 0.2551 Ha.

Structure (ORCA input):
```
! RIJCOSX wB97M-V def2-TZVPD def2/J DEFGRID3
* xyz 1 1
C 0.81 -2.21 -0.24
C -0.55 -2.42 -0.69
C -0.67 -1.82 -1.98
H -1.31 -3.01 -0.18
C 0.61 -1.28 -2.32
C 1.49 -1.43 -1.21
H 2.55 -1.16 -1.18
H 1.28 -2.68 0.62
H -1.54 -1.89 -2.64
H 0.89 -0.90 -3.30
C -0.78 2.25 -1.66
C -0.40 2.67 -0.36
C 0.96 2.26 -0.13
H -1.00 3.28 0.31
C 1.43 1.61 -1.31
C 0.38 1.68 -2.28
H 0.47 1.45 -3.33
H -1.74 2.45 -2.15
H 1.57 2.53 0.73
H 2.45 1.27 -1.48
Zr -0.27 0.10 -0.50
O -0.25 0.11 -4.57
C -1.30 -0.42 -5.31
C -0.10 -0.74 -6.15
H -1.76 -1.30 -4.84
H -1.98 0.31 -5.76
H 0.42 -1.68 -5.98
H 1.20 -1.68 -8.31
C 0.85 -0.65 -8.46
C 0.20 -0.01 -7.36
C -0.21 1.33 -7.55
H -0.66 1.86 -6.70
C -0.06 1.97 -8.77
H -0.42 2.99 -8.90
C 0.52 1.30 -9.86
H 0.60 1.79 -10.83
C 0.98 -0.03 -9.69
H 1.43 -0.56 -10.54
C -0.01 -2.91 3.22
C -0.95 -1.76 3.58
C -2.25 -1.97 2.78
C -1.26 -1.85 5.08
P -0.18 -0.11 3.07
N -0.27 0.03 1.47
C -1.14 1.28 3.91
C -0.79 1.43 5.40
C -0.83 2.60 3.20
C -2.65 1.04 3.77
C 1.63 -0.04 3.58
C 2.13 1.42 3.55
C 1.88 -0.62 4.98
C 2.47 -0.81 2.55
H -0.53 -3.85 3.45
H 0.92 -2.91 3.79
H 0.22 -2.91 2.15
H -2.55 -3.02 2.88
H -3.08 -1.35 3.14
H -2.10 -1.75 1.71
H -0.37 -1.68 5.71
H -2.05 -1.16 5.41
H -1.61 -2.88 5.28
H 0.25 1.73 5.57
H -1.44 2.22 5.80
H -0.98 0.52 5.98
H -0.96 2.48 2.11
H -1.55 3.35 3.55
H 0.17 2.98 3.39
H -2.94 0.86 2.73
H -3.02 0.22 4.40
H -3.16 1.96 4.11
H 1.94 1.88 2.57
H 1.70 2.03 4.34
H 3.21 1.40 3.71
H 1.69 -1.70 5.04
H 2.94 -0.46 5.22
H 1.29 -0.12 5.76
H 2.28 -1.89 2.57
H 2.31 -0.43 1.54
H 3.53 -0.65 2.80
*
```

---

Computed, not measured: a structure of composition C30H46BrCuN3P2Se at a distorted geometry, with ωB97M-V/def2-TZVPD.

Its energy above the lowest of the compared OMol25 structures with the same formula, charge and spin is 65.3 kcal per mole. The calculation puts the highest occupied orbital energy (alpha / beta) at -11.944 / -11.944 eV. Its HOMO-LUMO gap (alpha / beta) is 0.2056 / 0.1160 Ha.

Structure (ORCA input):
```
! RIJCOSX wB97M-V def2-TZVPD def2/J DEFGRID3
* xyz 2 2
C -5.69 0.47 -5.95
C -4.39 0.92 -5.63
C -3.78 1.73 -6.61
C -4.46 2.09 -7.79
N -5.68 1.63 -8.03
C -6.31 0.86 -7.15
C -3.62 0.56 -4.42
C -2.76 0.17 -3.65
C -1.64 -0.63 -3.31
C -0.76 -0.04 -2.33
C 0.30 -0.82 -1.79
C 0.63 -2.02 -2.44
C 0.03 -2.33 -3.69
C -1.14 -1.67 -4.11
Cu -1.61 0.87 -0.89
P -0.48 0.99 2.12
H -2.76 2.07 -6.49
H -6.23 -0.21 -5.30
H -4.01 2.75 -8.54
H -7.34 0.56 -7.41
H -1.61 -1.92 -5.06
H -0.81 1.13 -2.44
H 0.39 -3.12 -4.36
H 0.76 -0.58 -0.83
C 0.87 0.48 3.35
C 1.65 1.51 4.18
H 1.56 -0.10 2.72
H 0.39 -0.24 4.03
H 2.25 0.99 4.94
H 2.36 2.11 3.59
H 1.00 2.20 4.74
C 0.03 2.74 1.87
C -1.11 3.55 1.26
H 0.91 2.72 1.21
H 0.35 3.21 2.81
H -0.74 4.53 0.94
H -1.53 3.04 0.37
H -1.92 3.71 1.98
C -1.84 1.25 3.39
C -1.69 2.32 4.48
H -1.99 0.26 3.85
H -2.74 1.45 2.79
H -2.67 2.55 4.94
H -1.05 1.99 5.31
H -1.30 3.28 4.11
Br 1.50 -3.09 -1.26
P 4.01 0.85 -0.88
C 3.17 1.90 0.36
C 4.21 2.77 1.07
H 2.62 1.26 1.07
H 2.43 2.52 -0.16
H 3.74 3.55 1.68
H 4.86 2.17 1.71
H 4.84 3.27 0.32
C 3.92 -0.84 -0.11
C 4.86 -1.87 -0.77
H 2.87 -1.17 -0.17
H 4.19 -0.74 0.96
H 4.85 -2.82 -0.21
H 4.56 -2.09 -1.81
H 5.89 -1.48 -0.77
C 2.92 0.73 -2.32
C 3.35 1.63 -3.49
H 1.92 0.98 -1.96
H 2.89 -0.32 -2.63
H 2.66 1.50 -4.33
H 3.35 2.68 -3.20
H 4.34 1.36 -3.85
C -1.54 -1.88 5.28
N -1.06 -3.06 4.58
C -0.34 -4.09 5.16
C -0.10 -5.00 4.18
N -0.65 -4.50 3.01
C -0.60 -5.16 1.72
C -1.17 -3.25 3.21
Se -1.82 -2.09 1.94
H -1.81 -2.15 6.31
H -2.44 -1.50 4.77
H -0.79 -1.08 5.31
H -0.07 -4.07 6.22
H 0.43 -5.94 4.20
H 0.34 -4.97 1.20
H -0.72 -6.23 1.85
H -1.41 -4.79 1.09
*
```

---

Computed, not measured: a structure of composition C30H46BrIrN3P2 at a distorted geometry, with ωB97M-V/def2-TZVPD.

Its energy above the lowest of the compared OMol25 structures with the same formula, charge and spin is 56.7 kcal per mole. The calculation puts the highest occupied orbital energy (alpha / beta) at -18.200 / -19.198 eV. Its HOMO-LUMO gap (alpha / beta) is 0.2615 / 0.1950 Ha.

Structure (ORCA input):
```
! RIJCOSX wB97M-V def2-TZVPD def2/J DEFGRID3
* xyz 4 6
N -2.10 5.45 -6.52
C -1.68 4.21 -6.86
C -1.06 3.35 -5.94
C -0.87 3.76 -4.58
C -1.31 5.09 -4.27
C -1.86 5.90 -5.28
C -0.40 2.83 -3.62
Ir -0.31 1.17 -1.24
P -2.02 -0.77 3.39
C -0.76 2.85 -2.23
C -1.97 2.03 -1.88
C -2.87 2.42 -0.87
C -4.04 1.70 -0.72
C -4.19 0.43 -1.34
C -3.41 0.13 -2.47
C -2.23 0.83 -2.68
Br -4.96 -0.97 -0.44
H 0.05 1.91 -4.02
H -0.61 3.83 -1.74
H -0.85 2.34 -6.26
H -1.24 5.48 -3.26
H -1.88 3.90 -7.90
H -2.21 6.93 -5.08
H -2.57 3.25 -0.20
H -1.64 0.65 -3.58
H -4.86 2.08 -0.13
H -3.75 -0.56 -3.24
P 0.80 2.38 0.25
C -3.33 -1.33 2.24
C -4.69 -1.54 2.92
H -2.98 -2.24 1.75
H -3.41 -0.54 1.48
H -5.38 -1.95 2.18
H -4.62 -2.25 3.75
H -5.10 -0.59 3.30
C -2.23 1.05 3.40
C -2.92 1.54 4.68
H -2.81 1.31 2.51
H -1.22 1.48 3.31
H -3.14 2.61 4.57
H -3.87 1.03 4.88
H -2.26 1.43 5.56
C -0.43 -1.23 2.59
C 0.25 -2.32 3.44
H 0.20 -0.32 2.53
H -0.64 -1.57 1.57
H 1.33 -2.33 3.26
H 0.08 -2.15 4.51
H -0.17 -3.30 3.18
C 1.82 1.46 1.51
C 3.28 1.84 1.76
H 1.79 0.41 1.21
H 1.24 1.51 2.44
H 3.95 1.57 0.93
H 3.42 2.91 1.99
H 3.62 1.26 2.63
C -0.26 3.48 1.30
C -0.16 5.00 1.14
H -0.02 3.18 2.34
H -1.30 3.14 1.14
H 0.86 5.37 1.34
H -0.49 5.35 0.15
H -0.84 5.45 1.89
C 1.99 3.50 -0.61
C 2.67 3.00 -1.87
H 2.74 3.68 0.17
H 1.43 4.42 -0.79
H 2.92 3.84 -2.52
H 3.60 2.48 -1.62
H 2.01 2.31 -2.42
N 2.51 -4.09 -2.01
C 1.89 -3.01 -1.49
C 2.61 -1.92 -0.95
C 1.95 -0.71 -0.84
N 0.61 -0.60 -1.03
C -0.14 -1.73 -1.25
C 0.47 -2.94 -1.52
H 3.51 -4.13 -2.07
H 1.97 -4.78 -2.51
H 3.67 -1.96 -0.71
H 2.47 0.20 -0.53
H -1.22 -1.55 -1.23
H -0.12 -3.79 -1.85
*
```

---

Computed, not measured: a structure of composition C30H46Cl2N3O6SbSi3V, with ωB97M-V/def2-TZVPD.

Its energy above the lowest of the compared OMol25 structures with the same formula, charge and spin is 14.1 kcal per mole. The calculation puts the highest occupied orbital energy (alpha / beta) at -8.002 / -8.026 eV. Its HOMO-LUMO gap (alpha / beta) is 0.2488 / 0.2804 Ha.

Structure (ORCA input):
```
! RIJCOSX wB97M-V def2-TZVPD def2/J DEFGRID3
* xyz 0 2
V -0.04 0.03 -0.37
C -2.96 -0.78 -3.32
C -2.33 -0.92 -1.97
O -1.52 0.02 -1.63
C -2.64 -1.98 -1.14
C -2.26 -2.00 0.22
C -2.95 -2.94 1.15
N -1.37 -1.16 0.67
N -1.28 -1.07 2.05
C -0.73 0.06 2.32
O -0.36 0.88 1.36
C -0.53 0.46 3.73
C -0.37 -0.52 4.71
C -0.18 -0.16 6.03
C -0.15 1.19 6.38
C -0.31 2.16 5.41
C -0.49 1.80 4.09
H -2.18 -0.79 -4.09
H -3.68 -1.57 -3.53
H -3.46 0.19 -3.39
H -3.35 -2.72 -1.49
H -3.53 -3.68 0.60
H -2.23 -3.44 1.79
H -3.62 -2.39 1.81
H -0.40 -1.56 4.42
H -0.05 -0.92 6.79
H 0.00 1.47 7.42
H -0.29 3.21 5.68
H -0.61 2.55 3.32
Cl 0.23 -2.89 -7.12
C 0.48 -2.00 -5.65
C 0.91 -0.66 -5.72
C 1.10 0.07 -4.57
Cl 1.71 1.68 -4.73
C 0.83 -0.45 -3.27
O 0.95 0.27 -2.22
C 0.46 -1.83 -3.26
C 0.40 -2.52 -2.01
O 0.41 -2.00 -0.89
C 0.29 -2.58 -4.43
H 1.10 -0.21 -6.68
H 0.38 -3.62 -2.05
H 0.02 -3.63 -4.36
N 3.23 -1.87 1.74
C 3.11 -0.49 2.19
C 2.51 0.42 1.14
O 2.67 1.62 1.19
O 1.76 -0.18 0.28
H 2.38 -2.13 1.24
H 3.35 -2.50 2.52
H 4.09 -0.09 2.46
H 2.46 -0.37 3.08
C -1.59 4.36 1.81
Si 0.15 4.47 1.10
C 0.39 6.20 0.39
C 1.44 4.22 2.43
Sb 0.36 2.76 -0.81
Si -1.65 3.45 -2.27
C -1.74 2.54 -3.90
C -1.68 5.29 -2.61
C -3.15 2.98 -1.25
Si 2.73 3.31 -1.70
C 2.52 4.47 -3.17
C 3.71 1.78 -2.08
C 3.62 4.26 -0.36
H -1.62 4.86 2.79
H -1.92 3.33 1.94
H -2.30 4.88 1.16
H 0.32 6.93 1.21
H -0.36 6.46 -0.36
H 1.37 6.31 -0.07
H 1.05 4.59 3.38
H 2.33 4.80 2.20
H 1.73 3.18 2.55
H -1.10 2.99 -4.65
H -2.78 2.60 -4.26
H -1.48 1.49 -3.79
H -0.73 5.65 -3.01
H -1.90 5.86 -1.71
H -2.46 5.50 -3.34
H -3.13 1.92 -0.99
H -4.06 3.18 -1.83
H -3.22 3.55 -0.32
H 1.91 4.05 -3.96
H 3.50 4.73 -3.58
H 2.05 5.40 -2.84
H 3.39 1.27 -2.99
H 3.66 1.07 -1.26
H 4.76 2.08 -2.21
H 3.17 5.23 -0.15
H 4.64 4.44 -0.70
H 3.66 3.68 0.56
*
```